The following is a DFT calculation (ωB97M-V with the def2-TZVPD basis set) of C38H46F6N3O7STl as an isolated structure at a distorted geometry.

Summary:
Spin multiplicity   1
F_max   0.0693 Eh/bohr
Net charge   +2
HOMO-LUMO gap   0.99 eV

```
102
Properties=species:S:1:pos:R:3:forces:R:3
Tl -12.7567 29.4582 6.7827 0.055 -0.104 -0.109
C -7.0059 25.4210 2.5932 -0.081 -0.043 -0.522
F -7.0355 26.7529 2.4410 -0.363 -0.366 0.592
F -7.7093 24.8880 1.5808 -0.046 0.013 0.655
F -5.7327 25.0603 2.4256 -0.113 -0.337 0.419
S -7.6682 24.8584 4.3194 -1.310 1.130 -0.867
O -8.8740 25.7232 4.5209 1.849 -1.146 -0.158
O -8.0711 23.4544 4.2264 0.693 1.090 -0.004
O -6.5376 25.1796 5.1693 -0.627 -0.321 -0.084
N -6.5180 30.9186 7.1973 2.214 1.516 -0.704
C -5.7699 31.5220 6.1891 -0.439 -0.327 1.501
C -4.4350 31.9996 6.3345 -1.910 -0.404 0.043
C -3.8871 31.9212 7.5849 0.167 -0.234 0.648
C -4.6021 31.3329 8.6350 0.531 0.596 -0.727
C -5.8923 30.8818 8.3971 0.354 -0.953 -0.808
H -6.3233 31.6718 5.2738 0.130 -0.185 -0.223
H -3.8606 32.4826 5.5578 -0.349 -0.118 -0.342
H -2.8912 32.3242 7.6952 0.127 -0.115 0.423
H -4.1226 31.2100 9.5949 -0.206 0.013 0.136
H -6.3216 30.2795 9.1841 -0.656 0.202 0.058
N -3.9719 19.3617 -4.4297 -2.868 1.423 1.567
C -4.5375 20.1590 -5.3719 0.668 -0.600 -0.101
C -5.5552 21.0946 -5.1819 -0.174 -0.463 1.066
C -6.1228 21.1695 -3.9148 -0.474 1.063 -1.327
C -5.6684 20.4009 -2.8886 0.819 -1.088 -0.400
C -4.6115 19.4864 -3.1903 1.093 0.565 -1.318
H -4.2089 20.0397 -6.3938 0.513 -0.189 -0.027
H -5.9548 21.7113 -5.9734 0.212 -0.149 -0.203
H -6.9430 21.8654 -3.8178 -0.087 0.040 0.444
H -6.1565 20.5187 -1.9324 0.369 -0.444 0.258
H -4.1653 18.8937 -2.4055 -0.080 -0.159 0.049
N -14.7906 26.3728 1.5533 -1.221 0.550 -1.754
C -14.3859 25.1636 1.1252 -0.347 0.577 1.561
C -14.8196 24.5506 -0.0261 -0.140 -0.100 0.195
C -15.7430 25.2147 -0.7729 -0.188 0.162 -1.537
C -16.2005 26.4885 -0.4432 0.738 -0.727 0.183
C -15.6845 27.0255 0.7180 0.803 -0.742 0.598
H -13.7947 24.6249 1.8509 0.471 -0.022 -0.094
H -14.5321 23.5626 -0.3544 0.347 -0.013 0.304
H -15.9668 24.7094 -1.7008 -0.701 0.273 -0.197
H -16.8621 27.0559 -1.0810 -0.107 -0.071 0.066
H -16.0348 28.0236 0.9358 0.356 0.140 0.718
C -7.1596 17.3366 2.8660 0.572 1.260 1.094
O -8.3981 18.0378 2.8374 -0.485 -0.553 -0.398
H -6.4104 18.1257 2.8011 0.650 -0.397 -0.618
H -6.9803 16.9365 3.8640 -0.179 -0.572 0.028
H -7.0287 16.5608 2.1117 -0.440 0.318 -0.063
H -8.2397 18.8877 3.2548 -0.116 -0.039 -0.038
C -13.4639 22.9524 8.3975 0.658 -0.669 -2.278
O -14.0532 24.1070 7.8047 -0.391 0.390 0.935
H -12.3959 23.1324 8.5203 -0.251 0.292 0.887
H -13.9994 22.4398 9.1965 0.117 0.620 0.360
H -13.4370 22.2776 7.5419 0.034 -0.900 0.228
H -14.8979 23.7890 7.4776 -0.160 0.334 -0.146
C -5.7341 23.4639 11.3160 0.470 -1.049 -0.297
O -5.8125 24.7609 10.8470 -0.542 1.703 -0.330
H -4.7134 23.2836 11.6532 -0.035 -0.391 0.408
H -6.4644 23.2947 12.1073 0.165 0.175 0.066
H -5.9455 22.7641 10.5075 -0.090 -0.332 0.049
H -5.4981 24.8145 9.9415 0.023 -0.100 0.086
C -10.8121 31.0859 0.4088 0.940 0.551 -0.992
O -11.0365 31.3218 1.7638 -0.471 -0.360 1.209
H -11.4525 31.7078 -0.2168 -0.287 -0.261 -0.157
H -9.7888 31.3698 0.1629 0.229 0.003 -0.199
H -10.8812 30.0305 0.1453 -0.442 0.070 0.355
H -10.8016 32.2282 1.9756 0.012 -0.002 -0.156
F -13.3785 15.3229 8.7549 -0.898 -0.695 -0.770
C -12.6137 15.9403 9.5960 0.627 1.242 0.522
C -12.5789 15.5765 10.9255 1.266 0.597 1.045
C -11.6285 16.2501 11.7349 -1.467 -1.059 -0.463
C -10.7974 17.2248 11.2074 0.267 0.336 0.088
C -10.9419 17.6541 9.8806 -0.178 0.218 0.999
C -11.8905 17.0540 9.1151 0.296 -0.344 -1.037
H -13.2217 14.8071 11.3272 0.009 -0.040 -0.074
H -11.6183 16.0088 12.7876 0.264 -0.034 0.033
H -10.0533 17.6969 11.8317 -0.010 0.002 0.122
H -10.3828 18.5255 9.5734 0.072 -0.167 -0.381
H -12.0080 17.3508 8.0834 -0.240 -0.065 -0.090
F -2.4846 29.9741 -0.5018 0.508 0.550 0.437
C -1.4189 29.4227 -1.0836 0.207 -0.091 -0.210
C -1.7302 28.3529 -1.9054 1.646 -0.898 -1.508
C -0.6734 27.7442 -2.6315 -1.566 0.056 0.452
C 0.6372 28.1392 -2.4892 0.032 0.562 0.430
C 0.9296 29.2059 -1.6259 -1.042 0.506 0.721
C -0.0976 29.8871 -0.9215 0.679 -0.940 -0.779
H -2.7537 28.0554 -2.0798 -0.027 0.026 0.209
H -0.8784 26.9464 -3.3300 -0.262 -0.069 0.037
H 1.4040 27.6384 -3.0615 0.140 0.076 0.083
H 1.9605 29.4955 -1.4852 -0.016 0.217 0.014
H 0.1736 30.7308 -0.3041 -0.294 0.000 0.114
F 2.5495 25.7328 8.6212 -1.340 0.559 -2.599
C 1.9534 25.9515 7.3698 0.424 -0.228 0.779
C 2.6356 25.5481 6.2063 0.862 -0.985 1.217
C 2.1051 25.6755 4.9583 -0.599 0.794 0.455
C 0.8240 26.2451 4.8679 0.040 -0.910 -1.295
C 0.1220 26.6324 5.9887 -0.166 0.498 0.945
C 0.6799 26.5305 7.2431 0.960 -0.206 0.979
H 3.5390 24.9643 6.3038 0.326 0.301 0.268
H 2.7004 25.3615 4.1137 -0.320 -0.070 -0.162
H 0.3316 26.2083 3.9074 -0.063 0.401 -0.115
H -0.8691 27.0613 5.9771 -0.073 -0.062 -0.533
H 0.1660 26.8934 8.1210 -0.065 -0.103 0.057
```
Positions in Å, forces in eV/Å.

The following is a DFT calculation (ωB97M-V with the def2-TZVPD basis set) of C28H64GeN9PdSi3 as an isolated structure.

Summary:
Spin multiplicity   2
F_max   0.0134 Eh/bohr
Energy relative to the best compared isomer or geometry (same formula, charge and spin)   0.0000 eV
Expectation value of S²   0.75
Net charge   0
HOMO-LUMO gap (alpha / beta)   6.44 / 7.10 eV

```
106
Properties=species:S:1:pos:R:3:forces:R:3
Pd -0.4219 0.4965 0.1535 -0.509 0.376 -0.274
C 4.8382 -0.7617 -1.0948 -0.027 0.004 -0.051
N 4.1174 0.3882 -1.6316 0.017 0.040 0.058
C 4.9716 1.5737 -1.7262 -0.019 -0.012 -0.009
C 3.9810 2.7158 -1.6948 -0.041 -0.024 -0.011
N 2.9063 2.1422 -0.9139 -0.015 0.036 0.078
C 1.7648 2.9844 -0.6404 0.038 0.057 -0.050
C 2.8857 0.7724 -1.0597 -0.121 -0.087 -0.007
N 1.8939 0.0211 -0.7415 0.116 -0.034 -0.062
C 1.9581 -1.3981 -1.0743 0.052 0.103 0.029
C 0.5982 -2.0745 -1.0736 -0.023 -0.061 -0.007
N -0.0027 -2.0285 0.2453 0.039 -0.013 0.015
C -0.8090 -2.9153 0.6942 0.038 0.098 0.005
N -1.3711 -2.7888 1.9549 -0.002 0.032 0.047
C -1.4381 -1.4947 2.6009 -0.012 -0.072 -0.023
C -2.4572 -3.7364 2.1198 -0.004 0.063 -0.045
C -2.0311 -4.8321 1.1643 0.018 -0.008 -0.013
N -1.3191 -4.0861 0.1349 -0.068 -0.044 -0.011
C -0.6478 -4.8873 -0.8680 0.002 -0.018 0.033
H 5.8729 -0.6870 -1.4269 -0.009 -0.005 -0.001
H 4.4443 -1.7025 -1.4609 -0.015 -0.041 0.008
H 4.8316 -0.7749 0.0018 0.002 0.013 0.007
H 5.5737 1.5479 -2.6335 0.016 -0.007 -0.005
H 5.6419 1.6282 -0.8592 0.001 -0.003 0.012
H 3.6302 2.9825 -2.7004 0.005 0.011 -0.013
H 4.3806 3.6121 -1.2203 0.005 0.009 0.013
H 2.0145 3.6992 0.1473 -0.004 -0.001 0.011
H 0.9154 2.3928 -0.3144 -0.094 -0.171 0.065
H 1.4692 3.5367 -1.5370 0.005 0.014 0.023
H 2.5820 -1.9484 -0.3599 0.020 0.020 0.015
H 2.3912 -1.5383 -2.0722 0.028 -0.010 -0.008
H 0.7771 -3.0840 -1.4481 0.019 0.028 0.007
H -0.0538 -1.5612 -1.7859 -0.016 -0.011 -0.008
H -0.5133 -1.2655 3.1335 0.017 0.011 -0.038
H -2.2619 -1.5057 3.3154 0.022 -0.011 0.015
H -1.6047 -0.6954 1.8682 -0.044 -0.008 0.075
H -3.4179 -3.3013 1.8187 -0.012 -0.006 0.005
H -2.5324 -4.0808 3.1506 0.006 -0.005 0.015
H -2.8702 -5.3786 0.7346 -0.009 0.003 -0.003
H -1.3630 -5.5468 1.6644 0.011 -0.007 -0.007
H -1.2058 -5.8169 -0.9723 -0.011 -0.002 -0.008
H 0.3818 -5.1402 -0.5902 -0.004 0.000 0.009
H -0.6486 -4.3975 -1.8384 -0.002 -0.020 -0.018
C 3.3236 1.0402 4.2291 0.005 0.030 0.032
C 2.8706 0.0066 3.2199 0.002 -0.009 -0.027
N 1.7916 0.5507 2.4251 0.079 -0.041 0.066
C 0.8367 1.4093 2.8981 -0.067 0.026 -0.014
N -0.2151 1.6066 2.1733 0.235 -0.153 0.106
C -1.2629 2.4952 2.6462 0.040 -0.024 0.017
C -0.7389 3.5497 3.6054 -0.012 0.012 -0.048
C 0.0639 2.8632 4.6898 0.021 -0.015 0.022
N 1.1062 2.0479 4.0901 0.059 0.000 0.028
C 2.1123 1.5270 4.9993 0.002 0.007 -0.026
H 3.7892 1.8834 3.7141 -0.003 -0.008 0.002
H 4.0525 0.6075 4.9154 0.008 0.007 -0.008
H 2.5670 -0.9093 3.7442 -0.018 -0.014 0.000
H 3.6891 -0.2611 2.5490 -0.012 -0.012 -0.015
H 1.5199 0.0367 1.5920 0.009 0.129 0.000
H -2.0475 1.9046 3.1377 -0.012 0.002 -0.005
H -1.7315 2.9645 1.7820 -0.005 0.004 -0.018
H -1.5612 4.1164 4.0445 0.007 0.009 0.007
H -0.0936 4.2495 3.0675 -0.011 -0.001 -0.001
H -0.5973 2.2516 5.3196 -0.002 -0.015 0.010
H 0.5511 3.5927 5.3404 -0.007 0.001 0.016
H 1.7069 0.7091 5.6128 -0.021 -0.004 0.008
H 2.3894 2.3326 5.6816 -0.009 0.013 0.002
C -3.0811 -2.4003 -2.5789 0.079 -0.034 -0.011
Si -3.6806 -0.7637 -1.8597 -0.046 0.075 -0.031
C -5.1769 -0.2489 -2.8874 -0.022 -0.009 -0.016
C -4.3143 -1.1404 -0.1235 0.018 0.025 0.061
Ge -1.9457 0.8638 -1.7401 0.277 -0.219 0.003
Si -0.9184 0.9991 -3.8865 -0.054 0.002 -0.012
C -0.0280 -0.5874 -4.3898 0.009 -0.062 0.023
C -2.1251 1.4155 -5.2755 0.007 0.019 -0.038
C 0.4311 2.3188 -3.9049 0.008 0.033 0.047
Si -3.0113 2.9528 -1.3348 0.025 0.006 0.012
C -4.1923 2.7867 0.1309 -0.019 -0.040 0.020
C -1.7048 4.2514 -0.9155 0.035 -0.002 0.013
C -4.0293 3.6823 -2.7458 0.002 -0.019 -0.052
H -3.8386 -3.1784 -2.4409 0.002 0.009 -0.008
H -2.1666 -2.7318 -2.0805 -0.044 0.022 -0.028
H -2.8799 -2.3124 -3.6496 0.023 0.000 0.016
H -5.9566 -1.0164 -2.8404 0.008 0.020 -0.010
H -4.9029 -0.1124 -3.9363 -0.014 0.022 0.011
H -5.6069 0.6901 -2.5303 0.007 -0.015 0.003
H -4.9945 -1.9981 -0.1262 0.001 0.009 -0.011
H -4.8472 -0.2851 0.3002 0.028 -0.007 -0.005
H -3.4729 -1.3653 0.5361 0.002 -0.001 0.006
H -0.6850 -1.4604 -4.3842 0.011 0.010 0.005
H 0.8068 -0.7872 -3.7135 -0.010 0.000 -0.008
H 0.3826 -0.4778 -5.3982 -0.018 0.003 -0.004
H -2.9750 0.7292 -5.2890 0.011 -0.001 0.000
H -1.6295 1.3603 -6.2501 -0.010 0.006 0.015
H -2.5198 2.4269 -5.1557 -0.027 -0.023 0.001
H 1.2153 2.0459 -3.1927 -0.030 0.003 -0.044
H 0.0417 3.3013 -3.6245 0.029 -0.017 -0.008
H 0.8836 2.4015 -4.8976 -0.009 -0.006 -0.001
H -3.7880 2.1292 0.9040 -0.007 0.024 0.000
H -5.1399 2.3568 -0.2072 0.015 -0.016 0.025
H -4.4119 3.7597 0.5812 0.000 -0.010 -0.012
H -1.0346 3.8996 -0.1270 -0.004 0.017 -0.010
H -2.1581 5.1937 -0.5930 -0.008 -0.015 -0.005
H -1.0928 4.4582 -1.7983 0.005 0.008 0.031
H -4.7450 2.9578 -3.1413 0.011 0.018 0.000
H -3.3864 3.9989 -3.5706 -0.015 -0.007 0.000
H -4.5876 4.5589 -2.4017 0.015 -0.013 -0.002
```
Positions in Å, forces in eV/Å.

The following is a DFT calculation (ωB97M-V with the def2-TZVPD basis set) of a single C3H7NO2 molecule at a distorted geometry.

Summary:
Spin multiplicity   1
F_max   0.0206 Eh/bohr
Energy relative to the best compared isomer or geometry (same formula, charge and spin)   0.5429 eV
Net charge   0
HOMO-LUMO gap   10.32 eV
SMILES   NCCC(=O)O

```
13
Properties=species:S:1:pos:R:3:forces:R:3
N 1.3097 -2.2519 -0.4745 0.016 0.194 0.062
C 0.1359 -1.4299 -0.1907 -0.584 -0.461 0.018
C 0.5853 -0.0252 0.1514 0.747 -0.654 0.367
C -0.5078 0.9837 0.1855 -0.159 -0.352 -0.165
O -1.6854 0.7516 0.0944 -0.044 -0.076 0.061
O -0.0330 2.2233 0.3117 0.179 0.605 0.147
H 1.7536 -1.9145 -1.3200 0.068 -0.157 -0.038
H 1.0708 -3.2250 -0.6123 -0.060 0.060 -0.035
H -0.6042 -1.3927 -0.9939 0.150 0.141 -0.360
H -0.4423 -1.8981 0.6111 0.307 0.191 0.264
H 1.3747 0.2623 -0.5385 -0.158 0.350 -0.464
H 1.1616 -0.0249 1.0857 -0.440 0.052 0.156
H -0.8049 2.8059 0.3471 -0.022 0.107 -0.012
```
Positions in Å, forces in eV/Å.

The following is a DFT calculation (ωB97M-V with the def2-TZVPD basis set) of a 10-piece molecular cluster, C12H44N6O10 overall at a distorted geometry.

Summary:
Spin multiplicity   1
F_max   0.1866 Eh/bohr
Energy relative to the best compared isomer or geometry (same formula, charge and spin)   8.3699 eV
Net charge   0
HOMO-LUMO gap   7.97 eV
SMILES   NC(N)=O.NC(N)=O.NC(N)=O.CCO.CCO.CO.CO.CO.CO.CO

```
72
Properties=species:S:1:pos:R:3:forces:R:3
N 9.7193 -4.7296 20.4442 3.492 3.257 -5.773
C 9.2848 -5.3738 21.4340 2.630 -4.355 8.035
N 8.0312 -5.4255 21.4711 -5.383 0.306 -1.267
O 10.0003 -5.9086 22.4690 -1.656 2.537 -3.924
H 10.7118 -4.5831 20.4356 0.517 -0.385 -0.100
H 9.2069 -4.5905 19.4979 1.189 -1.275 2.504
H 7.5852 -5.7095 22.3177 -0.406 -0.584 0.562
H 7.4753 -4.9088 20.7150 0.932 -1.194 1.882
N 8.5114 -4.0630 18.2172 7.784 2.899 -4.441
C 7.3599 -4.4458 18.5124 -7.461 -5.858 -1.450
N 6.8660 -3.8636 19.5802 -5.146 1.669 1.817
O 6.7792 -5.5158 17.8936 2.550 4.591 2.443
H 8.9676 -4.4446 17.3686 -0.751 0.248 0.828
H 8.9785 -3.1866 18.6152 -1.681 -1.512 -1.075
H 5.7949 -3.9845 19.7441 2.247 -0.459 -0.465
H 7.1103 -2.9711 20.1262 0.584 -0.913 -1.009
N 9.5306 -2.1221 19.8355 3.218 -0.018 -2.191
C 8.5506 -1.3189 20.0798 -4.992 0.826 4.863
N 8.5488 -0.1035 19.4743 -1.185 0.262 0.570
O 7.6100 -1.7060 20.9865 3.458 2.111 -4.017
H 9.6030 -3.0329 20.3278 0.255 0.066 0.325
H 10.1939 -1.8257 19.0708 -0.677 -0.633 1.567
H 7.8231 0.5557 19.7900 0.729 -0.668 -0.321
H 9.4060 0.2812 19.1126 -0.103 0.024 0.029
C 12.1632 -8.5526 21.2993 0.080 -0.035 -0.049
C 13.1536 -7.5997 20.5950 -2.328 -0.255 0.159
O 13.3712 -7.8894 19.2462 1.757 -1.580 -0.593
H 11.2783 -8.8050 20.7392 -0.586 0.702 -0.389
H 11.9034 -8.0967 22.2420 -0.461 0.256 0.272
H 12.4782 -9.5659 21.5532 1.087 0.135 -0.140
H 13.9827 -7.5475 21.2490 1.798 -0.280 -0.093
H 12.8199 -6.5828 20.5339 -0.916 0.689 0.983
H 12.8147 -7.3608 18.6932 -0.457 0.392 -0.115
C 4.5246 -7.0529 19.6179 -1.324 0.978 -0.390
C 4.7616 -6.1527 20.8575 0.470 -1.680 -1.027
O 4.4299 -4.8055 20.4995 -1.276 -0.370 1.277
H 4.7290 -6.5145 18.6727 0.035 0.135 0.738
H 3.4579 -7.3659 19.5446 0.609 0.074 0.207
H 5.1433 -7.9100 19.5303 0.594 -0.942 0.467
H 5.7503 -6.2905 21.2677 0.821 0.765 -0.736
H 4.2686 -6.5243 21.7535 -1.124 0.283 -0.096
H 3.4896 -4.7630 20.7648 0.705 0.577 -0.512
C 9.5706 -2.6072 23.7860 -0.002 0.595 0.717
O 9.1031 -3.8092 24.3991 0.127 1.681 0.391
H 9.3291 -1.7446 24.4580 0.111 -0.574 -0.888
H 9.1412 -2.5585 22.7856 -0.471 0.701 0.046
H 10.6477 -2.6354 23.6000 0.243 0.019 0.416
H 9.2915 -4.3498 23.6519 0.061 -2.555 -0.528
C 9.9660 -7.1281 18.3248 -1.938 2.455 3.057
O 8.7037 -7.5522 17.8560 -0.373 1.358 0.507
H 9.9626 -6.0189 18.1696 1.216 -0.890 -0.481
H 10.7525 -7.6814 17.9484 1.548 -0.945 -1.365
H 10.1299 -7.1323 19.4820 -0.677 -0.554 -1.573
H 8.1312 -6.7111 17.9387 0.177 -1.976 -0.387
C 7.0495 -7.2905 24.4406 1.109 0.418 0.260
O 6.7115 -6.2691 23.5271 -0.590 -0.685 -0.267
H 6.9295 -6.8486 25.4450 -0.074 -0.842 -0.113
H 8.1266 -7.5269 24.2956 -0.621 0.277 0.063
H 6.5011 -8.2089 24.2307 -0.303 0.034 0.416
H 5.9638 -5.7556 23.8456 0.290 0.241 0.337
C 13.1220 -3.4310 21.6371 2.092 -0.798 -0.121
O 12.2236 -3.8080 20.6658 -1.786 -1.675 0.122
H 12.8721 -3.9126 22.5876 -0.055 0.496 -0.220
H 13.1601 -2.3812 21.5732 0.027 1.608 1.210
H 14.1333 -3.7385 21.3006 -0.205 -0.221 0.609
H 12.4235 -3.3720 19.8734 0.640 0.864 -1.693
C 5.4470 -3.2816 23.2121 1.394 0.031 -0.506
O 6.1242 -3.8297 24.3691 -0.986 0.623 -0.380
H 4.3756 -3.4540 23.1594 -0.058 -0.484 0.733
H 5.8553 -3.6479 22.2408 -0.037 -0.088 0.814
H 5.5769 -2.2168 23.1737 0.056 0.699 0.070
H 6.9671 -3.3625 24.5610 -0.545 -0.598 -0.598
```
Positions in Å, forces in eV/Å.